Entry 1:
# C3H4O6P

A gas-phase ion, C3H4O6P (charge +1) in a non-equilibrium geometry (ωB97M-V/def2-TZVPD, the OMol25 dataset).

E (a.u.): -909.2947
Frontier orbital gap (eV): 9.9
Highest occupied orbital energy (Ha): -0.5969
Lowest unoccupied orbital energy (eV): -6.3

```
! wB97M-V def2-TZVPD RIJCOSX def2/J DEFGRID3
* xyz 1 1
C 1.31 0.04 0.20
C 0.40 1.16 0.15
C 0.77 -1.42 0.04
O 2.48 0.15 0.44
O -0.92 0.86 -0.50
O -0.46 -1.66 0.05
O -2.12 -0.14 1.55
O 1.58 -2.40 0.02
O -2.71 -0.95 -0.84
P -1.74 -0.33 0.16
H 0.08 1.71 1.15
H 0.61 2.05 -0.57
H 2.57 -2.13 -0.10
H -3.42 -1.50 -0.42
*
```

Charges computed using Mulliken, reported in e: atom 1 (C): 0.62, atom 2 (C): -0.32, atom 3 (C): 0.64, atom 4 (O): -0.43, atom 5 (O): -0.31, atom 6 (O): -0.30, atom 7 (O): -0.50, atom 8 (O): -0.38, atom 9 (O): -0.41, atom 10 (P): 0.84, atom 11 (H): 0.35, atom 12 (H): 0.33, atom 13 (H): 0.44, atom 14 (H): 0.41

---

Entry 2:
# C3H4OP2

C3H4OP2 in the gas phase in a non-equilibrium geometry (ωB97M-V/def2-TZVPD, the OMol25 dataset).

E (a.u.): -874.4605
Structure (SMILES): OC1=C[C@H]1[PH]#P
Frontier orbital gap (eV): 7.2
Highest occupied orbital energy (Ha): -0.2862
Lowest unoccupied orbital energy (eV): -0.6

```
! wB97M-V def2-TZVPD RIJCOSX def2/J DEFGRID3
* xyz 0 1
O 0.66 0.77 -1.94
C -0.03 0.47 -0.77
C -1.10 -0.03 -0.32
C -0.10 0.35 0.74
P 0.87 -0.89 1.58
P 1.60 -1.05 3.44
H 1.53 1.25 -1.78
H -2.08 -0.01 -0.49
H -0.47 1.21 1.32
H 1.13 -1.43 0.37
*
```

Charges computed using Mulliken, reported in e: atom 1 (O): -0.49, atom 2 (C): 0.16, atom 3 (C): -0.33, atom 4 (C): -0.39, atom 5 (P): -0.04, atom 6 (P): -0.04, atom 7 (H): 0.37, atom 8 (H): 0.38, atom 9 (H): 0.32, atom 10 (H): 0.04

---

Entry 3:
# C3H4OS

2 unconnected molecules or ions with the total composition C3H4OS in a non-equilibrium geometry (ωB97M-V/def2-TZVPD, the OMol25 dataset).

E (a.u.): -589.8708
Frontier orbital gap (alpha / beta) (eV): 7.4 / 9.5
Highest occupied orbital energy (alpha / beta) (Ha): -0.3219 / -0.3563
Lowest unoccupied orbital energy (alpha / beta) (eV): -1.4 / -0.2

```
! wB97M-V def2-TZVPD RIJCOSX def2/J DEFGRID3
* xyz 0 1
C -1.00 -1.02 -1.59
C -0.17 -1.24 -0.66
C 0.42 0.94 0.95
O 1.92 2.28 2.30
S 1.83 1.01 1.64
H -1.77 -1.65 -1.80
H -0.90 -0.16 -2.29
H 0.15 -1.77 0.27
H -0.47 1.61 1.17
*
```

Charges computed using Mulliken, reported in e: atom 1 (C): -0.40, atom 2 (C): -0.32, atom 3 (C): -0.23, atom 4 (O): -0.48, atom 5 (S): 0.29, atom 6 (H): 0.28, atom 7 (H): 0.24, atom 8 (H): 0.34, atom 9 (H): 0.30

---

Entry 4:
# C3H4OS

2 unconnected molecules or ions with the total composition C3H4OS in a non-equilibrium geometry (ωB97M-V/def2-TZVPD, the OMol25 dataset).

E (a.u.): -589.9886
Frontier orbital gap (eV): 8.8
Highest occupied orbital energy (Ha): -0.3353
Lowest unoccupied orbital energy (eV): -0.3

```
! wB97M-V def2-TZVPD RIJCOSX def2/J DEFGRID3
* xyz 0 1
C 3.74 0.06 -0.01
C 2.45 0.02 0.03
C -1.53 -0.37 -0.09
O 4.90 0.11 -0.03
S -3.08 0.17 0.00
H 1.93 -0.60 0.74
H 1.86 0.58 -0.66
H -1.58 -1.46 -0.20
H -2.81 1.49 0.13
*
```

Charges computed using Mulliken, reported in e: atom 1 (C): 0.95, atom 2 (C): -1.07, atom 3 (C): -0.24, atom 4 (O): -0.36, atom 5 (S): -0.08, atom 6 (H): 0.23, atom 7 (H): 0.25, atom 8 (H): 0.18, atom 9 (H): 0.16

---

Entry 5:
# C3H4OS

C3H4OS in the gas phase in a non-equilibrium geometry (ωB97M-V/def2-TZVPD, the OMol25 dataset).

E (a.u.): -590.0721
Structure (SMILES): S=C1CCO1
Frontier orbital gap (eV): 9.3
Highest occupied orbital energy (Ha): -0.3187
Lowest unoccupied orbital energy (eV): 0.6

```
! wB97M-V def2-TZVPD RIJCOSX def2/J DEFGRID3
* xyz 0 1
S -1.90 1.19 -1.48
C -0.57 0.55 -0.81
C -0.56 -0.48 0.25
C 1.03 -0.11 0.33
O 0.68 0.86 -0.77
H -0.98 -1.46 0.03
H -0.91 0.01 1.16
H 1.74 -0.93 0.04
H 1.46 0.38 1.25
*
```

Charges computed using Mulliken, reported in e: atom 1 (S): -0.32, atom 2 (C): 0.34, atom 3 (C): -0.40, atom 4 (C): -0.28, atom 5 (O): -0.31, atom 6 (H): 0.31, atom 7 (H): 0.20, atom 8 (H): 0.22, atom 9 (H): 0.24

---

Entry 6:
# C3H4OS2

A molecular structure, C3H4OS2 in a non-equilibrium geometry (ωB97M-V/def2-TZVPD, the OMol25 dataset).

E (a.u.): -988.2257
Frontier orbital gap (eV): 7.8
Highest occupied orbital energy (Ha): -0.3373
Lowest unoccupied orbital energy (eV): -1.4

```
! wB97M-V def2-TZVPD RIJCOSX def2/J DEFGRID3
* xyz 0 1
C -0.35 1.77 -0.24
C 0.09 -0.74 -0.19
C 0.52 -1.99 0.48
H -0.13 2.15 -1.23
H -1.38 1.66 0.04
H -0.15 2.73 0.42
H 0.83 -2.21 1.78
O -0.81 -0.68 -0.92
S 0.81 0.69 0.36
S 0.57 -3.37 -0.50
*
```

Charges computed using Mulliken, reported in e: atom 1 (C): -0.85, atom 2 (C): 0.69, atom 3 (C): -0.41, atom 4 (H): 0.31, atom 5 (H): 0.35, atom 6 (H): 0.29, atom 7 (H): 0.26, atom 8 (O): -0.43, atom 9 (S): -0.09, atom 10 (S): -0.11

---

Entry 7:
# C3H4OS2

C3H4OS2 in the gas phase in a non-equilibrium geometry (ωB97M-V/def2-TZVPD, the OMol25 dataset).

E (a.u.): -988.2863
Structure (SMILES): O=CCSC=S
Frontier orbital gap (eV): 8.5
Highest occupied orbital energy (Ha): -0.3341
Lowest unoccupied orbital energy (eV): -0.6

```
! wB97M-V def2-TZVPD RIJCOSX def2/J DEFGRID3
* xyz 0 1
O 2.69 -0.47 -0.55
C 1.50 -0.50 -0.41
C 0.73 0.62 0.26
S -0.81 1.04 -0.58
C -1.90 -0.14 0.06
S -3.46 -0.29 -0.39
H 0.90 -1.33 -0.79
H 1.32 1.52 0.29
H 0.51 0.32 1.28
H -1.48 -0.77 0.83
*
```

Charges computed using Mulliken, reported in e: atom 1 (O): -0.44, atom 2 (C): 0.11, atom 3 (C): -0.61, atom 4 (S): 0.05, atom 5 (C): -0.17, atom 6 (S): -0.21, atom 7 (H): 0.34, atom 8 (H): 0.34, atom 9 (H): 0.33, atom 10 (H): 0.27

---

Entry 8:
# C3H4OS2

2 unconnected molecules or ions with the total composition C3H4OS2 in a non-equilibrium geometry (ωB97M-V/def2-TZVPD, the OMol25 dataset).

E (a.u.): -988.0834
Frontier orbital gap (alpha / beta) (eV): 6.5 / 6.5
Highest occupied orbital energy (alpha / beta) (Ha): -0.2879 / -0.2878
Lowest unoccupied orbital energy (alpha / beta) (eV): -1.4 / -1.4

```
! wB97M-V def2-TZVPD RIJCOSX def2/J DEFGRID3
* xyz 0 1
C -0.64 -1.62 -0.69
C 0.45 -1.12 -0.09
C 0.48 0.27 0.53
O -0.46 2.75 0.30
S 1.96 1.19 0.10
S 0.00 1.50 -0.56
H -0.88 -2.61 -0.86
H -1.55 -1.00 -0.92
H 1.19 -1.75 0.40
H -0.54 2.38 1.78
*
```

Charges computed using Mulliken, reported in e: atom 1 (C): -0.72, atom 2 (C): 0.02, atom 3 (C): -0.16, atom 4 (O): -0.50, atom 5 (S): -0.11, atom 6 (S): 0.37, atom 7 (H): 0.31, atom 8 (H): 0.10, atom 9 (H): 0.27, atom 10 (H): 0.43

---

Entry 9:
# C3H4OS2

C3H4OS2 in the gas phase in a non-equilibrium geometry (ωB97M-V/def2-TZVPD, the OMol25 dataset).

E (a.u.): -988.2412
Frontier orbital gap (eV): 9.7
Highest occupied orbital energy (Ha): -0.3600
Lowest unoccupied orbital energy (eV): -0.1

```
! wB97M-V def2-TZVPD RIJCOSX def2/J DEFGRID3
* xyz 0 1
C 0.15 -0.71 -0.45
C 0.31 0.53 -0.11
C 0.24 1.25 1.20
O -1.25 3.11 2.34
S 1.60 2.01 1.95
S -0.15 3.05 1.39
H 0.01 -0.98 -1.51
H -0.06 -1.61 0.28
H 0.55 1.20 -1.02
H -0.47 0.67 1.90
*
```

Charges computed using Mulliken, reported in e: atom 1 (C): -0.64, atom 2 (C): 0.07, atom 3 (C): -0.12, atom 4 (O): -0.50, atom 5 (S): -0.16, atom 6 (S): 0.42, atom 7 (H): 0.23, atom 8 (H): 0.22, atom 9 (H): 0.16, atom 10 (H): 0.32

---

Entry 10:
# C3H4OS3

C3H4OS3 in the gas phase in a non-equilibrium geometry (ωB97M-V/def2-TZVPD, the OMol25 dataset).

E (a.u.): -1386.5050
Structure (SMILES): O=C1SCSCS1
Frontier orbital gap (eV): 9.7
Highest occupied orbital energy (Ha): -0.3400
Lowest unoccupied orbital energy (eV): 0.4

```
! wB97M-V def2-TZVPD RIJCOSX def2/J DEFGRID3
* xyz 0 1
O 0.23 1.15 2.75
C 0.05 0.71 1.65
S 0.67 -0.96 1.24
C -0.38 -1.48 -0.18
S 0.11 -0.70 -1.74
C 0.31 0.99 -1.07
S -0.83 1.48 0.28
H -1.42 -1.44 0.05
H -0.16 -2.55 -0.32
H 0.09 1.66 -1.94
H 1.34 1.15 -0.74
*
```

Charges computed using Mulliken, reported in e: atom 1 (O): -0.45, atom 2 (C): 0.45, atom 3 (S): -0.06, atom 4 (C): -0.65, atom 5 (S): -0.04, atom 6 (C): -0.63, atom 7 (S): -0.08, atom 8 (H): 0.43, atom 9 (H): 0.31, atom 10 (H): 0.33, atom 11 (H): 0.40

---

> The highest E belongs to which entry?

number 3